1.
{
  "formula": "C6H16N6",
  "method": "ωB97M-V/def2-TZVPD",
  "symbols": ["C", "C", "C", "C", "C", "C", "N", "N", "N", "N", "N", "N", "H", "H", "H", "H", "H", "H", "H", "H", "H", "H", "H", "H", "H", "H", "H", "H"],
  "positions_angstrom": [[1.3322, 0.9245, 0.0306], [2.0276, -0.2541, 0.1545], [-0.1146, 0.9443, -0.1732], [-1.9624, -0.6260, -0.0874], [-4.0398, -2.1327, -0.2626], [4.4863, -0.1833, -0.7457], [1.5877, -1.4907, 0.1419], [-0.7138, -0.2331, -0.0721], [-0.7340, 2.1023, -0.1780], [-3.0997, 1.7961, 0.7776], [-2.9403, -1.2837, -0.1551], [3.4641, -0.1737, 0.3874], [1.7579, 1.8750, 0.0440], [-4.3564, -2.6341, 0.5845], [-4.9049, -1.7912, -0.8260], [-3.6429, -2.8290, -0.9814], [4.3257, -1.0966, -1.3451], [4.4252, 0.7264, -1.4367], [5.4314, -0.1994, -0.3462], [2.1449, -2.3206, 0.3027], [0.5608, -1.5011, 0.0456], [-0.1742, 2.9796, -0.2268], [-1.7924, 2.1384, -0.0286], [-3.1970, 2.6588, 1.3165], [-3.5414, 2.0384, -0.0009], [-3.5758, 0.9936, 1.1834], [3.7078, 0.6655, 0.8828], [3.5382, -1.0934, 1.0143]],
  "forces_ev_per_a": [[-0.9363, -2.1853, -0.7062], [-0.0795, 2.4393, -0.7069], [0.3926, 0.9950, 1.5993], [-0.6115, -1.2487, -0.5624], [-0.1616, -0.7154, -3.0964], [-2.4716, -0.0383, -2.7930], [-0.9406, -0.6468, -0.1163], [-2.3693, -1.5192, -0.2646], [0.7575, 1.1384, -1.0438], [1.3102, -0.4100, 3.7400], [2.9503, 3.3897, 1.0658], [0.7769, -2.5333, 0.9266], [1.2075, 1.1278, 0.1195], [-0.1953, -0.6321, 2.0490], [0.0518, 1.0532, 0.3329], [-0.1279, -1.1473, -0.0862], [0.0539, 0.5060, 0.2545], [-0.4656, -1.1667, 1.2676], [2.1343, -0.1107, 1.3064], [-0.2187, 0.1709, -0.1439], [0.4279, -0.6077, 0.0405], [-0.6973, -1.1604, 0.0483], [1.3631, -0.4949, 0.2660], [-0.0563, -0.6547, 0.7150], [-2.9982, 0.8284, -4.4552], [0.0272, 0.5686, 0.2667], [-0.1712, 0.3235, 1.0830], [1.0475, 2.7308, -1.1061]],
  "lowdin_charge": [0.055, -0.325, -0.341, -0.044, -0.019, 0.052, 0.197, 0.122, 0.193, 0.074, 0.140, 0.072, 0.103, 0.087, 0.118, 0.111, 0.118, 0.148, 0.072, 0.148, 0.105, 0.159, 0.058, 0.099, 0.004, 0.076, 0.172, 0.245],
  "gap_ev": 9.304,
  "energy_ev": -15404.46172,
  "charge": 2,
  "de_lowest_kcal_mol": 48.60,
  "lumo_energy_ev": -6.83
}



2.
{
  "formula": "C6H16NO",
  "method": "ωB97M-V/def2-TZVPD",
  "symbols": ["C", "C", "C", "C", "C", "C", "N", "H", "H", "H", "H", "H", "H", "H", "H", "H", "H", "H", "H", "H", "H", "H", "H", "O"],
  "positions_angstrom": [[-0.0737, -1.5621, 1.1994], [1.1826, -1.4519, 0.3859], [0.9544, -1.1549, -1.1037], [-1.8156, 1.5718, -1.7241], [-1.0808, 0.2810, -1.4459], [0.2323, 0.1641, -1.3296], [-0.5553, -0.1728, 1.5641], [-0.8418, -1.9684, 0.5597], [0.0488, -2.1521, 2.0968], [1.8756, -0.7465, 0.8187], [1.7070, -2.3810, 0.4393], [1.9163, -1.1069, -1.5931], [0.3561, -1.9330, -1.5762], [-1.8219, 1.7089, -2.8055], [-2.8422, 1.4720, -1.3845], [-1.3836, 2.4641, -1.2798], [-1.7599, -0.5712, -1.4901], [0.8129, 1.0847, -1.3909], [0.2249, 0.3548, 1.9884], [-1.3994, -0.2153, 2.1476], [-0.7432, 0.2613, 0.6475], [1.0221, 2.3851, 2.0572], [2.2677, 1.9508, 1.2311], [1.7168, 1.7176, 1.9877]],
  "forces_ev_per_a": [[-0.0894, 0.4073, -0.1809], [0.3363, -0.0300, -0.6160], [-0.5317, 0.9721, 0.1131], [0.0893, -0.3657, -0.0591], [-0.8529, 0.6140, -0.4980], [0.3721, -0.3703, 0.1956], [0.1723, -0.6596, 0.2064], [-0.4466, -0.3794, 0.1130], [-0.0671, 0.0006, 0.2013], [0.1571, 0.4538, 0.2152], [0.2638, -0.8295, 0.1374], [0.2562, -0.1561, -0.1986], [0.0985, -0.2285, 0.1034], [-0.2057, 0.1356, -0.0380], [-0.1512, 0.1859, -0.0608], [0.2102, -0.0068, 0.0776], [0.4180, -0.2968, 0.1185], [0.1255, -0.1301, 0.1111], [-0.1790, 0.0253, 0.1166], [0.3959, 0.2667, -0.1328], [-0.2035, 0.2917, 0.0207], [0.4434, 0.3072, -0.0710], [-0.0705, 0.1588, 0.0936], [-0.5412, -0.3661, 0.0318]],
  "lowdin_charge": [-0.127, -0.182, -0.160, -0.082, -0.196, -0.130, 0.183, 0.127, 0.134, 0.108, 0.118, 0.116, 0.123, 0.090, 0.074, 0.076, 0.121, 0.124, 0.118, 0.178, 0.104, 0.062, 0.065, -0.042],
  "gap_ev": 10.406,
  "energy_ev": -10012.53977,
  "charge": 1,
  "de_lowest_kcal_mol": 17.82,
  "lumo_energy_ev": -3.07
}



3.
{
  "formula": "C6H16NO",
  "method": "ωB97M-V/def2-TZVPD",
  "symbols": ["C", "C", "C", "C", "C", "C", "N", "H", "H", "H", "H", "H", "H", "H", "H", "H", "H", "H", "H", "H", "H", "H", "H", "O"],
  "positions_angstrom": [[-0.0660, -0.4443, 1.6577], [-1.0533, 0.3669, 0.7187], [-0.4775, 0.4920, -0.7022], [-0.5292, -0.7682, -1.6114], [-1.5808, -0.6594, -2.7176], [-2.5952, 0.1919, -2.7231], [1.0640, 0.4951, 2.0233], [-0.5654, -0.6685, 2.5860], [0.2124, -1.3045, 1.0501], [-1.2083, 1.4369, 0.9931], [-2.0004, -0.1714, 0.6454], [0.4389, 1.1191, -0.6333], [-1.1153, 1.2763, -1.1334], [0.4066, -1.0248, -2.0998], [-0.9555, -1.5719, -0.9986], [-1.4075, -1.4316, -3.4635], [-3.3784, 0.3281, -3.4721], [-2.8280, 0.9035, -1.9404], [1.6659, 0.0390, 2.7378], [0.5675, 1.3876, 2.0729], [1.7068, 0.6225, 1.2341], [4.4248, 0.7847, 1.9367], [4.0625, -0.7082, 2.4810], [3.7737, 0.0808, 2.0076]],
  "forces_ev_per_a": [[-1.8044, 1.5860, -1.2830], [1.1587, -0.4265, -0.3489], [-0.3336, 1.2349, -0.2056], [-1.0526, 1.0622, 0.3558], [0.2825, 0.1665, 0.3015], [-0.8410, 0.3408, -0.3467], [-0.0705, -1.5843, -1.6697], [0.0349, -0.4796, 0.2357], [0.5897, -0.0780, 0.6235], [-0.1708, -0.8590, 0.6876], [-0.0370, 0.2033, 0.3488], [0.2616, -1.0379, -0.3108], [0.0439, -0.4043, -0.2623], [0.1705, -0.1916, 0.4321], [0.7782, -0.3814, 0.0142], [-0.4170, 0.3333, -0.2762], [0.5182, -0.7753, -0.2581], [0.5663, -0.0199, 0.3431], [-0.5090, 1.5087, 0.0936], [0.6764, 0.1543, 1.4488], [0.0251, -0.2589, 0.0307], [0.4607, -0.5251, 0.3751], [0.7723, 0.5123, -0.1313], [-1.1031, -0.0804, -0.1978]],
  "lowdin_charge": [-0.113, -0.179, -0.228, -0.178, -0.163, 0.004, 0.167, 0.123, 0.128, 0.125, 0.125, 0.113, 0.087, 0.109, 0.110, 0.104, 0.068, 0.050, 0.161, 0.162, 0.132, 0.069, 0.068, -0.042],
  "gap_ev": 9.235,
  "energy_ev": -10011.25930,
  "charge": 1,
  "de_lowest_kcal_mol": 47.35,
  "lumo_energy_ev": -3.26
}



4.
{
  "formula": "C6H16NO",
  "method": "ωB97M-V/def2-TZVPD",
  "symbols": ["C", "C", "C", "C", "C", "C", "N", "H", "H", "H", "H", "H", "H", "H", "H", "H", "H", "H", "H", "H", "H", "H", "H", "O"],
  "positions_angstrom": [[1.5598, -0.6168, 0.4824], [0.1465, -1.2495, 0.7345], [-1.0020, -0.2965, 0.4600], [-1.5835, -0.2074, -0.7555], [-1.0960, -0.7944, -2.0664], [-1.5712, 0.1762, 1.7112], [1.6313, 0.7818, 1.0165], [1.7438, -0.6505, -0.6203], [2.4359, -1.1698, 0.9061], [0.1637, -2.1253, 0.0804], [0.0650, -1.6327, 1.7314], [-2.3262, 0.5127, -0.8876], [-1.0847, -1.8364, -2.0455], [-1.9253, -0.6728, -2.7308], [-0.0498, -0.2761, -2.1225], [-2.6880, 0.0054, 1.7509], [-1.6017, 1.2835, 1.8259], [-1.1551, -0.2728, 2.7048], [2.4205, 0.9939, 1.6772], [1.9196, 1.4929, 0.2484], [0.7245, 1.1067, 1.4721], [0.3603, 2.1034, -1.6680], [1.6982, 1.5342, -2.3487], [1.2143, 1.8103, -1.5565]],
  "forces_ev_per_a": [[0.2707, -1.2088, -0.4299], [1.4937, -0.0757, -1.1347], [0.3555, -2.1008, -1.4671], [1.8492, -0.3572, 0.9630], [1.0686, 2.0569, 2.0547], [-2.3417, 1.5210, 3.0108], [1.0721, 2.8455, -0.0532], [-0.2126, 0.7329, 0.9578], [-1.0546, 0.2496, -0.0272], [-0.2829, 0.0709, -0.0522], [0.1142, -0.1401, 0.5824], [-1.6222, 0.8948, 0.1476], [0.9689, -1.9393, 0.4397], [0.3375, 1.1132, -1.3137], [-1.9808, -1.2390, -1.3237], [1.1009, -0.2218, 0.0146], [0.4967, -0.3497, 0.0384], [-0.5694, 0.7749, -1.9865], [-1.0414, -0.9844, -0.1583], [-1.4842, -1.3006, 0.6372], [1.3021, -0.4823, -0.8582], [-2.8379, 0.9439, -1.1785], [-0.8529, 0.4847, -0.0337], [3.8506, -1.2885, 1.1706]],
  "lowdin_charge": [-0.134, -0.134, -0.355, -0.093, -0.057, -0.100, 0.146, 0.120, 0.139, 0.123, 0.099, 0.094, 0.054, 0.074, 0.099, 0.111, 0.088, 0.122, 0.183, 0.160, 0.165, 0.019, 0.089, -0.011],
  "gap_ev": 9.311,
  "energy_ev": -10011.03700,
  "charge": 1,
  "de_lowest_kcal_mol": 52.47,
  "lumo_energy_ev": -3.24
}



E_HOMO per entry: -16.1368 -13.4715 -12.4971 -12.5516 eV